54
Properties=species:S:1:pos:R:3:forces:R:3 method="wB97M-V/def2-TZVPD" energy_ha=-3046.8267 max_force_ev_per_a=0.591 charge=0 gap_ev=5.5 e_homo_ha=-0.270 lumo_energy_ev=-1.8584
Pb -0.401 0.923 0.172 -0.303 0.149 -0.164
S -2.975 -0.106 1.062 0.064 0.166 -0.060
C -2.449 -1.574 1.792 0.185 -0.294 0.080
C -3.500 -2.515 2.092 0.072 0.168 0.097
N -4.374 -3.238 2.290 -0.012 -0.083 -0.086
C -1.158 -1.976 2.010 -0.117 0.036 -0.209
S 0.303 -1.066 1.714 -0.006 -0.055 -0.054
C -0.914 -3.311 2.476 -0.010 0.043 0.267
N -0.679 -4.376 2.849 -0.011 0.010 -0.187
I 4.790 2.616 0.444 0.006 0.022 0.025
C 3.188 3.208 1.635 0.004 -0.024 -0.025
C 3.379 4.183 2.626 -0.018 -0.023 -0.009
C 2.346 4.589 3.424 0.004 0.052 0.061
I 2.721 6.038 4.887 0.000 -0.029 -0.036
C 1.053 4.032 3.256 -0.020 0.000 0.010
C -0.082 4.371 4.028 0.023 -0.013 -0.013
C -1.287 3.773 3.791 0.000 -0.005 -0.003
C -1.385 2.824 2.762 0.006 0.037 0.039
N -0.351 2.498 2.025 0.152 -0.053 0.013
C 0.868 3.060 2.247 0.083 -0.085 -0.102
C 1.960 2.604 1.402 -0.171 -0.071 -0.038
O 1.762 1.701 0.498 -0.005 0.096 0.188
H 4.363 4.611 2.756 0.003 -0.003 -0.005
H 0.018 5.107 4.814 0.006 0.003 -0.001
H -2.158 4.016 4.382 -0.006 -0.007 -0.006
H -2.316 2.312 2.546 -0.005 0.003 0.002
C 3.147 -0.110 -2.481 0.041 -0.193 0.058
C 1.951 0.474 -2.932 0.084 -0.016 0.143
N 0.782 -0.099 -2.787 -0.137 -0.097 -0.197
C 0.730 -1.318 -2.212 -0.048 0.069 0.041
C 1.858 -1.997 -1.730 0.094 0.093 -0.067
C 3.102 -1.344 -1.884 -0.101 0.112 -0.065
C 1.704 -3.240 -1.043 -0.052 -0.002 0.074
C 0.474 -3.721 -0.758 0.036 0.064 0.044
C -0.703 -3.024 -1.187 -0.010 -0.063 0.120
C -1.993 -3.407 -0.761 -0.156 0.130 -0.123
C -3.089 -2.649 -1.118 0.100 -0.534 0.185
C -2.911 -1.580 -1.965 0.078 0.528 0.252
N -1.700 -1.233 -2.416 0.070 -0.232 0.047
C -0.569 -1.881 -1.974 -0.052 0.088 -0.113
H 4.076 0.431 -2.589 0.011 -0.016 0.023
H 1.957 1.455 -3.392 0.015 0.032 0.019
H 3.999 -1.812 -1.501 -0.002 0.001 -0.007
H 2.589 -3.744 -0.678 0.003 -0.020 -0.009
H 0.344 -4.604 -0.145 0.015 -0.009 -0.024
H -2.109 -4.282 -0.133 0.012 0.029 0.053
H -4.076 -2.869 -0.737 0.039 0.007 -0.028
H -3.721 -0.933 -2.267 -0.061 -0.080 -0.159
C -1.212 -0.750 -4.850 0.020 -0.030 -0.006
C -1.729 -0.236 -3.537 -0.020 0.045 -0.164
O -2.349 0.761 -3.372 0.069 0.036 0.086
H -1.867 -0.366 -5.629 -0.016 -0.003 0.015
H -1.201 -1.839 -4.874 0.034 0.010 0.005
H -0.207 -0.381 -5.028 0.011 0.011 0.012

=====

62
Properties=species:S:1:pos:R:3:forces:R:3 method="wB97M-V/def2-TZVPD" energy_ha=-11242.8229 spin_multiplicity=2 max_force_ev_per_a=2.703 s_squared=0.7620 charge=-1 gap_ev="4.4 / 4.4" e_homo_ha="-0.143 / -0.141" lumo_energy_ev="0.5132 / 0.5366"
Cu 14.233 10.476 10.142 -1.175 0.285 -1.828
Br 18.875 10.918 14.725 0.374 0.123 0.657
C 17.477 10.765 13.504 0.447 0.268 0.299
C 17.679 9.925 12.448 -0.131 -0.907 -0.582
C 16.704 9.789 11.475 -0.528 0.844 0.558
N 15.597 10.565 11.521 1.236 -0.077 1.832
C 15.391 11.372 12.611 1.191 -0.882 -0.625
C 16.335 11.494 13.663 -1.383 -0.281 -1.514
C 14.101 12.052 12.610 -1.708 1.970 0.713
C 13.724 12.960 13.645 0.986 -0.345 -0.324
C 12.482 13.556 13.578 -1.114 -1.586 -1.045
Br 11.895 14.758 14.898 0.121 0.118 -0.069
C 11.542 13.061 12.607 0.815 1.741 0.796
C 11.981 12.170 11.646 0.119 0.692 0.997
N 13.264 11.812 11.602 0.492 -1.736 0.161
H 18.562 9.313 12.456 0.177 -0.120 -0.332
H 16.796 9.074 10.667 -0.072 0.244 -0.191
H 16.151 12.078 14.540 -0.010 0.248 0.144
H 14.461 13.201 14.426 -0.683 -0.004 -0.365
H 10.569 13.558 12.515 0.268 -0.632 0.255
H 11.265 11.739 10.967 0.311 0.034 -0.650
N 14.833 12.533 7.594 1.157 0.859 -0.704
C 15.779 11.535 7.785 -0.084 -0.923 0.270
N 16.986 11.505 7.196 -0.828 -1.258 1.827
N 17.531 10.326 7.690 -1.925 -0.392 -0.334
N 16.645 9.654 8.404 0.825 2.142 0.085
N 15.521 10.438 8.573 1.633 0.717 -1.458
C 13.521 12.414 7.931 -2.216 -0.644 0.541
N 12.522 13.200 7.467 0.238 -1.878 1.440
N 11.395 12.612 8.029 1.009 -0.489 -0.279
N 11.705 11.551 8.723 0.409 1.489 -0.215
N 13.058 11.418 8.742 -0.024 0.644 -0.771
H 15.019 13.240 6.876 0.092 -0.611 0.575
Br 5.688 9.273 6.073 -0.093 0.046 -0.103
C 6.393 7.697 6.856 0.383 -0.314 0.340
C 6.314 7.541 8.255 0.289 -0.693 -2.323
C 6.936 6.475 8.821 0.976 -0.641 -0.206
C 7.871 5.750 8.053 -0.771 -1.015 -0.757
C 7.737 5.708 6.632 -0.232 0.315 0.744
C 7.047 6.745 6.046 -0.836 0.831 -0.582
N 9.043 5.262 8.537 1.262 0.254 1.323
N 9.291 5.593 9.788 -1.148 -0.232 -0.357
C 10.439 6.206 10.072 0.393 -0.283 -0.979
C 10.650 6.591 11.406 -0.848 -0.371 0.677
C 11.577 7.480 11.816 1.070 0.103 -0.334
C 12.472 8.045 10.838 0.386 -0.241 0.336
O 13.368 8.835 11.207 0.193 0.698 0.015
C 12.411 7.569 9.438 -1.359 -0.209 0.157
N 13.323 8.019 8.585 1.349 0.748 0.673
C 13.430 7.573 7.358 -0.589 -0.364 0.260
C 12.483 6.628 6.926 -0.324 0.726 -0.601
C 11.447 6.206 7.736 1.569 0.975 0.647
C 11.376 6.678 9.078 0.904 -0.667 -0.804
H 5.881 8.257 8.865 -1.219 1.239 0.873
H 6.885 6.232 9.864 0.186 0.436 0.436
H 8.239 4.944 6.041 0.203 0.344 0.195
H 7.033 6.893 4.944 -0.042 -0.266 0.934
H 9.984 6.133 12.128 -0.112 0.024 0.047
H 11.798 7.686 12.870 -0.323 0.093 -0.490
H 14.272 7.948 6.744 -0.686 -0.193 0.349
H 12.433 6.367 5.879 0.338 -0.411 -0.092
H 10.802 5.473 7.360 -0.939 -0.587 -0.240

=====

60
Properties=species:S:1:pos:R:3:forces:R:3 method="wB97M-V/def2-TZVPD" energy_ha=-3757.8941 spin_multiplicity=2 max_force_ev_per_a=0.539 s_squared=0.7685 charge=0 gap_ev="6.3 / 5.5" e_homo_ha="-0.245 / -0.214" lumo_energy_ev="-0.3063 / -0.3393"
V -0.430 0.175 0.857 0.247 -0.182 -0.443
O 0.860 2.565 -1.195 0.073 -0.101 0.023
C 1.530 2.192 -0.243 -0.173 0.104 -0.102
N 0.927 1.713 0.901 0.081 -0.170 0.234
C 1.432 2.024 2.131 -0.079 0.018 -0.117
O 2.325 2.808 2.398 0.012 0.038 -0.028
C 0.636 1.375 3.237 -0.013 0.076 -0.029
C 0.862 1.740 4.551 0.038 -0.049 0.022
C 0.056 1.217 5.549 0.013 -0.008 -0.061
C -0.962 0.351 5.178 -0.016 -0.047 0.008
C -1.125 0.031 3.844 0.001 -0.065 -0.058
N -0.339 0.518 2.872 0.078 0.248 0.295
C 3.030 2.154 -0.387 0.001 0.010 0.017
C 3.640 3.041 -1.264 0.005 -0.004 0.040
C 5.012 2.958 -1.432 -0.017 0.008 0.002
C 5.707 1.979 -0.741 -0.003 -0.009 0.003
C 4.996 1.124 0.092 0.048 0.014 -0.005
N 3.686 1.208 0.278 -0.063 0.002 0.048
H 1.665 2.438 4.742 -0.010 0.001 0.026
H 0.206 1.485 6.586 0.006 0.003 0.001
H -1.634 -0.077 5.909 0.005 0.013 0.009
H -1.921 -0.631 3.522 -0.003 0.011 0.028
H 3.035 3.767 -1.787 0.012 0.009 -0.008
H 5.529 3.641 -2.093 0.000 0.000 0.001
H 6.778 1.872 -0.842 -0.002 0.002 -0.004
H 5.508 0.338 0.636 -0.014 -0.003 0.004
F 0.692 -3.515 -4.662 0.002 -0.003 -0.005
C 0.802 -3.091 -3.399 -0.009 0.014 -0.011
C 0.320 -1.848 -3.036 0.009 -0.020 0.008
F -0.247 -1.057 -3.955 0.000 0.004 -0.004
C 0.434 -1.441 -1.722 0.004 -0.022 -0.023
F -0.061 -0.204 -1.416 -0.023 -0.021 0.092
C 1.028 -2.200 -0.721 -0.011 0.058 0.092
S 1.198 -1.620 0.925 -0.229 0.113 -0.024
C 1.503 -3.446 -1.131 -0.003 -0.017 -0.049
F 2.084 -4.261 -0.248 0.004 -0.003 0.012
C 1.395 -3.891 -2.437 0.000 0.016 0.031
F 1.856 -5.095 -2.779 0.003 -0.012 -0.006
C -2.274 3.133 -2.003 -0.028 -0.019 -0.004
N -2.634 1.720 -1.970 -0.007 0.058 0.009
C -2.827 0.896 -3.064 0.015 -0.017 0.019
C -3.015 -0.351 -2.605 0.020 0.003 -0.034
N -2.928 -0.285 -1.217 -0.082 -0.018 -0.025
C -2.692 1.007 -0.833 0.101 -0.033 0.063
S -2.488 1.590 0.742 0.036 0.005 0.060
C -2.943 -1.407 -0.357 -0.022 0.005 0.011
C -3.887 -2.402 -0.550 0.032 0.046 0.015
C -3.839 -3.511 0.275 -0.010 -0.036 0.014
C -2.870 -3.575 1.263 0.007 0.015 0.010
C -1.974 -2.529 1.383 -0.045 0.010 -0.050
N -2.001 -1.457 0.582 0.053 -0.029 -0.058
H -2.285 3.459 -3.040 0.010 0.003 -0.002
H -1.276 3.249 -1.578 -0.018 0.005 -0.022
H -2.995 3.709 -1.427 -0.004 0.005 0.001
H -2.779 1.271 -4.070 -0.005 -0.010 -0.003
H -3.142 -1.284 -3.123 -0.011 0.007 -0.007
H -4.639 -2.293 -1.318 -0.001 -0.001 -0.001
H -4.555 -4.312 0.151 -0.001 0.002 0.001
H -2.794 -4.421 1.931 -0.015 -0.010 -0.009
H -1.174 -2.542 2.111 0.006 -0.016 -0.006